Formula: C24H26N4S2SiY
Source: the Open Molecules 2025 dataset
Level of theory: ωB97M-V/def2-TZVPD

The value obtained for the strongest force on any atom is 3.8 eV Å⁻¹. As for the molecular weight: 551.63 g mol⁻¹. As for the HOMO-LUMO gap: 4.9325 eV. As for the energy above the lowest of the compared OMol25 structures with the same formula, charge and spin: 98.4 kJ/mol. The electronic energy comes out at -61854.3602 eV. The total charge is +1. Its spin multiplicity is 1.

```
58
Properties=species:S:1:pos:R:3:forces:R:3:nbo_charge:R:1
C -2.389 0.576 0.991 -0.48 -0.07 -0.09 -0.39
C -2.364 -0.396 -0.053 -0.24 0.26 0.04 -0.33
C -2.330 -1.683 0.539 -0.52 0.17 0.20 -0.41
H -2.340 -0.189 -1.123 0.05 -0.12 0.34 0.28
C -2.359 -1.524 1.954 -0.87 0.30 0.02 -0.41
C -2.397 -0.128 2.232 -0.83 0.28 0.44 -0.39
H -2.417 0.345 3.232 -0.01 -0.44 -0.76 0.26
H -2.374 1.674 0.869 -0.17 -0.90 0.07 0.26
H -2.270 -2.621 0.001 -0.10 0.07 -0.02 0.26
H -2.337 -2.314 2.695 -0.10 0.07 -0.10 0.25
Y -0.241 -0.618 1.266 2.80 0.94 -1.98 2.09
C 3.011 -0.837 -2.109 -1.18 -1.97 -3.03 -1.09
H 3.149 -1.693 -1.398 -0.37 0.54 -0.83 0.23
H 3.963 -0.369 -2.276 0.26 0.75 0.55 0.23
H 2.736 -1.149 -3.169 0.77 -1.11 0.92 0.20
Si 1.441 0.226 -1.868 2.51 -0.35 1.31 1.33
C 0.965 1.972 -2.367 -0.13 -0.83 -0.59 -0.48
C -0.364 2.367 -2.361 -0.63 1.62 -0.03 -0.19
H -1.193 1.680 -2.204 0.24 -0.21 -0.13 0.19
C -0.706 3.735 -2.498 1.52 -0.33 0.17 -0.24
H -1.719 4.044 -2.401 -0.72 0.18 -0.13 0.21
C 0.306 4.697 -2.659 -0.07 -0.86 0.42 -0.22
H 0.061 5.751 -2.700 -0.02 -0.05 -0.11 0.22
C 1.647 4.287 -2.654 -0.18 -1.01 0.10 -0.21
H 2.436 5.025 -2.676 0.03 0.01 -0.21 0.22
C 1.976 2.916 -2.523 -0.29 1.60 -0.10 -0.17
H 3.028 2.629 -2.474 -0.36 -0.03 0.04 0.23
C 0.192 -1.049 -2.667 -0.21 0.53 0.37 -0.46
C -0.580 -0.705 -3.777 -0.45 -1.28 -0.23 -0.22
H -0.500 0.272 -4.221 0.04 0.25 -0.07 0.22
C -1.469 -1.640 -4.350 0.34 0.36 0.58 -0.19
H -2.099 -1.363 -5.164 -0.20 0.30 -0.59 0.22
C -1.629 -2.906 -3.813 -0.17 -0.14 0.46 -0.22
H -2.399 -3.602 -4.180 0.56 0.41 0.00 0.22
C -0.873 -3.254 -2.695 0.19 0.85 0.12 -0.24
H -1.054 -4.203 -2.237 0.16 -0.55 0.21 0.20
C 0.031 -2.337 -2.131 -0.50 -0.36 -0.31 -0.18
H 0.621 -2.684 -1.263 -0.04 0.28 -0.26 0.17
H 0.952 0.081 -0.402 -1.03 -0.51 0.84 -0.42
H 2.592 0.817 -1.032 -0.40 1.81 1.38 -0.32
N 0.349 -3.972 2.332 -0.12 2.31 -0.53 -0.77
C 0.669 -3.036 3.276 -0.23 0.11 -0.32 0.30
N 0.601 -1.728 3.053 0.38 -1.03 0.71 -0.71
C 0.922 -0.965 4.195 0.34 -2.70 0.63 0.11
C 1.251 -1.756 5.266 -0.11 0.86 -0.28 -0.39
S 1.140 -3.473 4.890 0.03 1.27 -0.28 0.47
C 0.763 0.456 4.102 -0.44 2.82 0.17 0.10
C 0.780 1.403 5.099 0.06 -1.01 -0.51 -0.38
S 0.278 2.983 4.517 0.51 -1.22 -0.23 0.46
C 0.128 2.296 2.925 -0.19 -0.80 -0.87 0.30
N 0.401 0.985 2.841 -0.09 1.09 0.79 -0.68
N -0.317 3.028 1.861 0.19 0.87 2.16 -0.77
H 0.421 -4.921 2.582 -0.03 -1.14 -0.13 0.43
H 0.045 -3.685 1.374 0.49 -0.76 1.49 0.42
H 1.533 -1.356 6.245 -0.11 -0.60 -0.38 0.27
H 1.064 1.186 6.129 -0.27 0.46 -0.29 0.26
H -0.473 4.029 2.062 0.16 -1.02 -0.77 0.43
H -0.262 2.698 0.918 0.23 0.04 -0.40 0.44
```
Forces are in eV/Å.


Formula: C24H26N6O2S
Source: the Open Molecules 2025 dataset
Level of theory: ωB97M-V/def2-TZVPD

The value obtained for the strongest force on any atom is 18.9 eV Å⁻¹. As for the molecular weight: 462.58 g mol⁻¹. As for the HOMO-LUMO gap: 7.4904 eV. As for the energy above the lowest of the compared OMol25 structures with the same formula, charge and spin: 2136.4 kJ/mol. The electronic energy comes out at -49159.8127 eV. Its spin multiplicity is 1.

```
59
Properties=species:S:1:pos:R:3:forces:R:3:nbo_charge:R:1
C -1.907 -0.828 3.336 -3.48 5.97 1.24 -0.57
H -2.863 -0.797 3.869 0.53 -0.94 0.57 0.21
H -1.045 -1.069 3.783 2.75 -1.24 2.42 0.22
H -2.026 -1.358 2.483 -0.38 -1.18 -3.03 0.19
C -1.751 0.882 3.052 3.49 -15.00 -10.94 -0.10
N -0.417 0.835 2.375 -0.04 0.60 -0.52 -0.37
C -0.129 0.843 1.096 4.25 4.10 -6.75 0.32
N 1.278 1.348 0.821 -4.03 -2.86 2.53 -0.26
N 1.850 1.347 2.057 -4.81 -0.12 0.12 -0.28
C 0.766 1.074 2.904 6.32 1.08 0.70 0.09
S 1.195 0.916 4.539 -3.40 0.72 3.64 0.28
C 2.940 0.637 4.692 -4.23 -4.80 -3.89 -0.60
H 3.133 1.269 3.976 3.07 2.97 -4.02 0.29
H 3.204 0.847 5.572 2.19 2.31 6.87 0.24
C 3.132 -0.803 4.512 4.66 -6.70 1.31 0.61
O 4.137 -1.500 5.036 -5.38 4.21 -2.90 -0.54
N 1.942 -1.673 4.098 1.49 1.17 0.22 -0.17
N 1.529 -2.032 3.005 0.62 0.50 -2.33 -0.13
C 2.063 -1.632 1.559 -11.22 -7.25 12.16 -0.11
C 1.174 -2.026 0.642 0.00 2.99 -2.47 0.51
N 1.724 -1.414 -0.472 -1.29 -2.76 -1.81 -0.53
C 3.068 -1.183 -0.238 -1.74 4.00 -2.67 0.23
C 3.938 -0.552 -1.232 -2.32 -2.56 3.24 -0.27
C 5.131 -0.260 -0.646 2.74 3.94 -5.07 -0.22
C 5.565 0.001 0.573 -10.15 -5.46 3.83 -0.21
C 4.443 -0.714 1.510 1.99 2.07 0.35 -0.15
C 3.091 -1.086 1.228 15.83 5.03 -7.42 -0.16
H 4.846 -0.831 2.490 -0.14 0.04 0.96 0.19
H 6.363 -0.009 1.130 4.86 0.77 1.89 0.21
H 5.758 0.287 -1.331 0.76 -0.29 -1.16 0.19
H 3.707 -0.354 -2.292 0.10 -0.50 0.87 0.23
H 1.218 -1.332 -1.350 0.44 -0.21 0.16 0.42
O -0.081 -2.425 0.686 -1.19 -1.33 4.13 -0.65
H -0.289 -2.622 1.766 1.12 0.72 -4.05 0.53
C -0.951 0.875 -0.148 2.11 -1.10 -1.13 -0.09
C -0.391 1.428 -1.562 -1.13 1.63 5.55 -0.19
C -1.225 1.555 -2.578 -2.74 -6.15 1.14 -0.18
C -2.476 0.393 -2.597 5.18 7.09 -0.68 0.04
C -2.796 0.003 -1.432 -2.36 -5.93 3.95 -0.22
C -1.947 -0.002 -0.248 -4.50 -0.11 1.04 -0.20
H -2.577 -0.547 0.612 2.33 1.24 -1.55 0.20
H -3.643 -0.824 -1.331 1.34 2.09 -0.33 0.20
C -3.199 0.540 -3.783 -4.07 0.65 -5.10 -0.20
C -3.691 1.984 -4.191 2.91 -0.03 -1.95 -0.60
H -4.068 2.002 -5.204 -1.34 -1.08 -0.18 0.22
H -2.884 2.651 -4.575 0.33 -0.06 1.66 0.22
H -4.359 2.459 -3.541 -0.77 0.64 1.13 0.22
C -2.549 -0.078 -4.962 8.44 0.06 0.17 -0.56
H -2.829 -0.066 -5.979 -1.34 0.17 -0.67 0.23
H -1.324 0.423 -5.091 -3.26 -0.65 0.14 0.16
H -2.028 -1.039 -4.704 -1.43 0.16 -0.21 0.23
C -4.482 -0.204 -3.793 -4.24 -4.08 0.14 -0.60
H -5.232 0.294 -3.187 0.00 -0.18 0.84 0.21
H -4.410 -1.354 -3.461 0.08 2.51 -0.31 0.21
H -5.182 -0.356 -4.739 2.32 0.78 1.03 0.23
H -0.890 1.667 -3.532 0.82 1.60 -2.50 0.20
H 0.402 2.128 -1.322 0.65 -0.40 -0.71 0.24
H -2.390 0.988 2.355 -4.86 2.20 -4.31 0.21
H -1.567 1.300 3.763 2.15 8.95 14.66 0.16
```
Forces are in eV/Å.


Formula: C24H26N6O3RuS2
Source: the Open Molecules 2025 dataset
Level of theory: ωB97M-V/def2-TZVPD

The value obtained for the strongest force on any atom is 0.6 eV Å⁻¹. As for the molecular weight: 611.72 g mol⁻¹. As for the HOMO-LUMO gap (spin up / spin down): 7.3570 / 6.8010 eV. As for the energy above the lowest of the compared OMol25 structures with the same formula, charge and spin: 34.0 kJ/mol. The electronic energy comes out at -64642.7623 eV. The total charge is +1. Its spin multiplicity is 2. Its expectation value of S² is 0.757.

```
62
Properties=species:S:1:pos:R:3:forces:R:3:lowdin_spin:R:1
Ru 0.065 -0.492 1.262 0.19 0.43 -0.30 0.80
N 1.348 1.996 4.553 0.05 -0.07 0.00 0.00
C 0.865 1.410 3.451 0.06 0.25 0.06 0.01
S 0.741 -0.332 3.475 -0.29 -0.08 -0.01 0.09
N 0.487 2.212 2.478 0.01 -0.13 -0.06 0.00
N 0.000 1.542 1.406 -0.14 0.08 -0.08 -0.01
C -0.415 2.219 0.378 -0.08 -0.19 -0.13 0.02
C -0.351 3.694 0.268 -0.01 0.00 0.06 0.00
C -1.493 4.432 -0.034 -0.02 0.00 0.09 0.00
C -1.421 5.811 -0.163 0.02 0.01 0.01 0.00
C -0.206 6.461 0.001 -0.02 0.01 -0.01 0.00
C 0.934 5.731 0.312 0.02 -0.01 0.01 0.00
C 0.862 4.356 0.455 -0.01 0.00 -0.10 0.00
C -0.892 1.382 -0.746 0.22 0.07 0.16 0.00
C -1.406 1.876 -1.939 0.00 -0.03 -0.01 0.00
C -1.778 0.984 -2.931 0.01 0.00 0.01 0.00
C -1.632 -0.381 -2.723 -0.02 -0.02 0.00 0.00
C -1.114 -0.811 -1.517 -0.05 0.04 -0.01 0.00
N -0.746 0.051 -0.566 -0.10 -0.14 -0.12 0.01
H 1.661 1.445 5.331 0.02 0.00 0.00 0.00
H 1.436 2.998 4.582 -0.04 0.00 0.01 0.00
H -2.450 3.935 -0.131 0.01 -0.02 -0.03 0.00
H -2.316 6.377 -0.383 0.00 0.00 0.00 0.00
H -0.149 7.536 -0.104 0.00 0.00 0.01 0.00
H 1.879 6.238 0.459 0.00 0.00 -0.01 0.00
H 1.746 3.793 0.728 -0.02 0.01 0.05 0.00
H -1.505 2.940 -2.085 0.02 0.01 0.01 0.00
H -2.180 1.355 -3.865 0.00 0.00 0.00 0.00
H -1.912 -1.102 -3.477 0.00 0.00 0.00 0.00
H -0.964 -1.858 -1.286 0.02 -0.01 -0.02 0.00
C -2.008 -2.703 3.506 0.01 0.08 -0.04 0.00
C -1.982 -2.633 1.987 0.02 -0.29 0.04 0.00
C -3.204 -3.289 1.373 0.02 0.04 -0.07 0.00
O -1.924 -1.241 1.532 -0.19 0.09 0.37 0.00
C -0.693 -3.291 1.460 0.17 0.27 -0.17 0.00
O -0.565 -4.490 1.480 -0.12 0.00 0.00 0.01
O 0.223 -2.462 1.013 -0.22 -0.38 0.34 0.04
H -2.918 -2.238 3.894 -0.01 -0.02 -0.01 0.00
H -1.148 -2.201 3.945 0.01 -0.02 0.01 0.00
H -1.996 -3.748 3.810 -0.01 -0.01 -0.01 0.00
H -4.121 -2.872 1.796 0.01 0.00 0.01 0.00
H -3.171 -4.356 1.583 -0.01 -0.01 0.00 0.00
H -3.218 -3.148 0.292 0.01 -0.02 0.00 0.00
H -2.625 -0.741 1.970 0.09 0.06 0.09 0.00
N 2.330 1.475 -1.442 0.08 0.00 0.03 0.00
C 2.280 0.182 -1.093 -0.03 0.06 0.11 0.00
S 2.324 -0.171 0.617 0.23 -0.06 -0.05 0.00
N 2.265 -0.695 -2.083 -0.03 -0.03 -0.03 0.00
C 2.220 -2.128 -2.168 0.02 0.04 -0.03 0.00
C 2.342 -2.626 -3.463 -0.02 0.00 -0.01 0.00
C 2.301 -3.991 -3.685 -0.01 0.01 -0.01 0.00
C 2.132 -4.859 -2.615 -0.01 0.00 0.00 0.00
C 2.002 -4.350 -1.334 -0.01 -0.03 0.02 0.00
C 2.049 -2.983 -1.093 0.12 0.07 -0.07 0.00
H 2.470 2.149 -0.708 -0.03 0.00 0.01 0.00
H 2.471 1.778 -2.394 -0.02 0.00 0.01 0.00
H 2.327 -0.287 -3.007 -0.02 0.01 -0.01 0.00
H 2.474 -1.948 -4.300 0.01 0.00 0.00 0.00
H 2.398 -4.372 -4.693 0.01 0.00 0.00 0.00
H 2.098 -5.927 -2.783 -0.01 0.00 0.00 0.00
H 1.850 -5.016 -0.494 -0.02 0.01 0.02 0.00
H 1.922 -2.616 -0.091 0.13 -0.08 -0.11 0.00
```
Forces are in eV/Å.